153
Properties=species:S:1:pos:R:3:forces:R:3:lowdin_charge:R:1 method="wB97M-V/def2-TZVPD" homo_energy_ev=-8.98 fmax_ha_per_bohr=0.09616 energy_ha=-13043.51521 lumo_energy_ev=-2.932
Ti -1.8771 -3.1209 -2.9225 -0.6 -1.4 -0.3 1.181
C -0.0300 -4.0620 -0.7401 2.7 -2.0 -0.3 -0.285
O 1.1725 -3.8614 -1.5480 -1.2 -0.4 1.8 -0.101
O -1.0721 -4.1142 -1.5838 -1.3 -0.1 0.5 -0.215
C 0.2325 -5.4929 -0.1035 -0.1 -0.5 1.7 -0.503
F 0.3833 -6.5729 -0.9262 -0.8 1.2 -0.1 0.135
F 1.3309 -5.4678 0.6339 1.2 0.6 -0.2 0.162
F -0.6895 -5.8004 0.8545 -1.0 0.0 -1.2 0.124
C 2.1897 -3.1220 -0.8642 0.8 0.9 1.7 -0.227
C 3.5705 -3.8051 -0.6303 -1.6 -1.2 -0.1 -0.023
H 3.4146 -4.6280 0.0813 0.3 0.1 -0.3 0.067
H 3.9672 -4.2217 -1.5802 -0.1 0.3 0.5 0.074
H 4.2904 -3.1398 -0.1764 0.0 0.5 -0.1 0.055
H 1.7615 -2.6068 0.0646 0.9 -1.5 -1.1 0.123
H 2.3553 -2.3107 -1.5065 0.5 1.4 -1.0 0.080
H -0.1053 -3.3708 0.1471 0.1 -0.3 -1.1 0.170
N 1.2210 0.6056 1.7847 2.1 2.4 -2.1 -0.311
S 1.1022 -0.2987 3.0034 1.1 -3.8 -3.0 0.486
O 0.4065 0.4121 3.9772 -0.8 0.5 2.6 -0.253
O 2.1845 -1.2393 3.1990 -1.3 1.3 0.7 -0.270
F -0.0667 -1.2750 2.3100 0.2 -0.1 1.1 -0.258
S 2.0352 0.3250 0.4197 0.6 -0.9 3.4 0.504
O 3.1869 -0.5414 0.4548 0.4 1.6 0.2 -0.288
O 2.0184 1.5210 -0.3443 -0.1 -0.3 -0.5 -0.248
F 1.0585 -0.7557 -0.0647 -2.6 -0.3 -2.3 -0.187
N -2.7170 -1.7909 -4.3029 0.6 0.1 -2.7 -0.349
S -1.9878 -1.7723 -5.8216 1.3 4.6 -0.1 0.576
O -0.6018 -1.3168 -5.6790 -2.5 -0.9 -0.2 -0.266
O -2.7981 -1.2111 -6.8785 0.9 -1.2 1.8 -0.235
F -1.8730 -3.2582 -6.0821 0.0 -2.3 -0.3 -0.121
S -4.2919 -1.1552 -4.1920 1.1 -1.9 -2.7 0.540
O -4.9874 -2.3125 -3.7707 -1.4 0.1 0.3 -0.255
O -4.7315 -0.3309 -5.2675 0.5 -0.6 1.4 -0.194
F -3.9313 -0.3306 -3.0094 -0.4 1.8 1.8 -0.091
N -3.5320 -2.8993 -1.4232 1.9 0.1 1.0 -0.323
S -4.6763 -3.7286 -0.6361 0.6 -3.6 -1.2 0.605
O -4.6414 -3.4285 0.7637 -0.1 -0.8 -1.2 -0.212
O -4.7488 -5.0993 -1.2607 0.3 4.0 2.6 -0.269
F -5.8347 -3.0076 -1.2616 -1.9 0.7 -0.1 -0.087
S -2.7068 -1.7079 -0.7342 -3.3 2.0 1.1 0.539
O -3.4101 -0.5647 -0.3206 -0.6 -0.1 0.2 -0.161
O -1.7809 -1.4701 -1.8134 2.5 -0.2 -0.8 -0.325
F -1.9096 -2.0683 0.5195 0.4 -1.3 -0.2 -0.070
C 5.5801 0.3806 -1.7238 0.4 -0.2 2.2 -1.539
Cl 6.5825 1.8040 -1.6772 0.0 0.7 -0.6 0.553
Cl 6.3587 -0.7007 -0.4214 -1.0 0.3 -0.6 0.468
Cl 5.5516 -0.4732 -3.1816 0.2 -0.6 -1.5 0.604
H 4.5440 0.6479 -1.4916 0.5 -0.2 0.5 -0.002
C 1.4635 6.2488 5.9359 -0.1 -0.6 0.0 -1.534
Cl 2.3543 6.7013 4.4948 0.1 -0.3 -0.4 0.550
Cl 2.3653 5.0880 6.9527 -0.3 0.4 -0.5 0.522
Cl -0.1954 5.7230 5.6129 0.4 -0.2 -0.2 0.542
H 1.3594 7.1621 6.4489 0.0 0.7 1.0 -0.019
C 5.6336 5.7985 3.3203 0.1 -0.3 0.1 -1.547
Cl 5.6327 7.5300 2.9823 -0.2 0.1 -0.3 0.510
Cl 7.2609 5.3003 3.8000 -0.1 0.0 0.1 0.534
Cl 5.0896 4.7966 1.9552 0.0 0.6 0.2 0.568
H 4.9514 5.6616 4.1564 0.1 -0.2 -0.2 -0.030
C 1.2480 -2.6666 7.7697 0.1 0.9 0.8 -1.542
Cl 2.5869 -1.4424 7.9517 -0.7 -0.8 -0.3 0.483
Cl 0.8749 -3.3724 9.3508 -0.1 0.2 0.1 0.507
Cl 1.5770 -3.9581 6.6747 0.4 -0.2 -0.7 0.555
H 0.3749 -2.1159 7.4287 0.1 0.0 0.0 -0.020
C -2.3146 1.4751 7.1120 0.1 -1.4 -0.4 -0.001
C -2.5475 -0.0490 7.1594 -2.3 1.3 1.8 -0.538
O -3.4471 -0.4347 7.9262 1.5 -0.5 -1.2 0.011
N -1.8195 -0.8219 6.3321 -0.1 -1.7 -0.6 0.026
C -2.2095 -2.2538 6.0604 1.1 0.2 0.6 -0.050
H -1.4242 1.6325 6.5496 0.8 0.7 -0.5 0.049
H -2.1839 1.8671 8.1114 -0.2 0.0 0.2 0.079
H -3.1707 1.9248 6.6000 0.1 0.0 0.2 0.085
H -1.2795 -0.3569 5.6059 -0.1 -0.2 0.3 0.095
H -1.6103 -2.6199 5.2115 -0.1 0.2 0.4 0.080
H -3.2386 -2.3387 5.7922 -0.8 0.2 -0.2 0.063
H -2.0764 -2.9592 6.9282 0.2 1.0 -0.6 0.094
C 0.9672 -5.0931 -4.1725 -1.4 0.3 -1.4 0.056
C 0.8107 -3.5982 -4.1146 2.8 0.5 -0.6 -0.404
O -0.2109 -3.0379 -3.6121 -1.6 0.7 -0.8 -0.118
N 1.8019 -2.8204 -4.4798 -0.3 -0.6 0.7 0.111
C 3.1410 -3.3252 -4.8422 -2.4 0.8 -0.9 0.017
H 1.1020 -5.4331 -5.2260 0.3 0.3 0.8 0.121
H 0.0663 -5.6028 -3.8206 0.2 0.2 0.2 0.089
H 1.7980 -5.3048 -3.5432 0.7 -0.6 0.4 0.088
H 1.8312 -1.7773 -4.3127 -0.6 0.1 0.1 0.095
H 3.5949 -2.4975 -5.3547 0.7 0.1 0.1 0.100
H 2.9186 -4.1002 -5.5283 0.6 -1.0 -0.8 0.077
H 3.6100 -3.6875 -3.9755 1.1 -0.3 1.0 0.074
C -2.8543 4.5914 -3.0271 0.0 0.1 -2.2 -0.003
C -3.3625 3.5623 -2.0895 0.2 -0.5 0.5 -0.553
O -3.1510 2.3758 -2.3618 -0.5 0.3 0.4 -0.021
N -3.9196 3.9414 -0.9253 -0.5 0.2 0.5 0.037
C -4.3531 5.3009 -0.4932 -0.5 -1.6 -1.5 -0.034
H -2.9897 4.1310 -4.0533 0.4 0.5 1.1 0.108
H -1.7730 4.7288 -2.8360 -0.5 0.1 -0.1 0.094
H -3.3815 5.5484 -3.0865 0.2 -0.1 0.4 0.067
H -4.0913 3.1758 -0.2791 0.0 0.2 -0.2 0.140
H -3.9351 5.9768 -1.2253 0.1 0.5 0.3 0.060
H -3.9808 5.4266 0.4991 0.1 0.5 0.6 0.054
H -5.4641 5.3706 -0.5673 0.8 0.0 0.3 0.093
C -0.3067 4.2326 1.5112 -1.1 2.0 0.5 0.009
C -1.5692 3.5310 1.9834 1.0 -1.0 1.1 -0.539
O -2.6156 4.1498 2.0996 -0.2 -0.2 -0.2 0.014
N -1.4008 2.2257 2.3762 -1.9 0.2 -0.2 0.042
C -2.4536 1.4267 3.1105 1.2 0.3 0.6 -0.045
H -0.4125 4.4071 0.4745 -0.3 0.2 -1.4 0.038
H 0.6763 3.8164 1.5894 0.4 -0.6 0.8 0.067
H -0.3855 5.2897 1.9356 0.4 -1.4 -0.3 0.105
H -0.5080 1.7895 2.1847 -0.1 0.0 0.1 0.058
H -2.1588 0.3658 3.0479 0.1 0.5 0.3 0.062
H -3.5007 1.4262 2.7955 0.4 0.7 -0.7 0.076
H -2.4613 1.7837 4.1763 0.1 -0.5 -0.9 0.076
C 3.0348 4.9134 -1.6026 0.6 0.1 2.9 -0.001
C 1.9377 5.7709 -0.9796 0.5 0.6 -0.5 -0.553
O 0.7783 5.5739 -1.3144 0.0 0.5 0.4 0.012
N 2.3636 6.7689 -0.1222 -1.5 -0.1 -0.5 0.029
C 1.3502 7.7929 0.3488 1.2 -1.5 -0.5 -0.033
H 4.0343 5.4114 -1.4881 -0.8 -0.7 -0.3 0.088
H 2.7708 4.7069 -2.6103 -0.1 -0.3 -0.7 0.055
H 2.9786 3.9942 -0.9350 0.5 0.7 -1.2 0.093
H 3.3343 6.7081 0.1558 -0.3 0.5 0.1 0.094
H 0.4258 7.2541 0.4372 -0.4 -0.3 0.7 0.057
H 1.1165 8.4963 -0.4288 0.4 0.6 -0.5 0.071
H 1.6703 8.3006 1.2530 0.0 -0.2 0.0 0.074
C 1.8386 2.0791 -3.8941 0.7 -0.7 -0.3 0.035
C 1.5190 0.6348 -3.6834 -0.4 1.4 0.5 -0.539
O 2.2576 -0.2403 -4.0973 1.2 -1.5 -0.9 -0.001
N 0.5127 0.3645 -2.8818 -1.7 1.0 0.8 0.075
C -0.4767 1.3097 -2.3575 -0.3 -0.3 1.4 -0.053
H 0.9876 2.7171 -3.9047 -0.5 0.6 0.1 0.074
H 2.4129 2.1854 -4.7963 0.2 0.0 -0.4 0.091
H 2.5127 2.2755 -3.0670 0.0 0.5 0.3 0.083
H 0.4167 -0.5597 -2.5561 0.0 -1.2 0.1 0.093
H -0.8761 1.0522 -1.3473 0.9 -0.3 -0.5 0.097
H -1.4035 1.3709 -2.8896 -0.1 0.0 -1.0 0.055
H -0.0504 2.2859 -2.2132 0.2 0.4 -0.1 0.076
C -4.3512 -6.4116 -4.1765 0.0 -0.8 1.0 0.051
C -3.2019 -5.8978 -3.3841 -0.8 -0.4 0.4 -0.455
O -2.7331 -4.7654 -3.7175 0.8 1.3 0.5 -0.085
N -2.7169 -6.5547 -2.3495 0.4 0.9 0.5 0.076
C -3.1737 -7.8234 -1.7723 1.9 -0.2 0.4 -0.015
H -4.0547 -7.3397 -4.6269 0.0 -0.6 -0.4 0.098
H -4.6710 -5.7315 -4.9224 0.0 0.8 -0.6 0.091
H -5.2049 -6.6300 -3.5201 0.3 0.1 0.0 0.108
H -2.1320 -5.9285 -1.7709 -0.1 -0.8 -0.3 0.128
H -2.7213 -8.6327 -2.3128 0.2 -0.4 -0.6 0.087
H -4.2077 -7.9747 -1.7982 -1.7 0.3 0.0 0.070
H -2.7978 -8.0033 -0.7417 -0.3 0.9 -0.6 0.116
C 4.5275 1.6940 3.1324 -1.3 0.7 1.8 -0.224
O 5.6909 1.7669 2.3828 1.0 -0.8 -1.0 -0.168
H 3.5914 1.9711 2.6017 0.6 0.3 -0.1 0.060
H 4.2773 0.7338 3.5745 0.4 -0.5 -0.1 0.068
H 4.6472 2.3717 4.0425 -0.2 -0.5 -1.2 0.095
H 5.9544 0.9107 1.9790 -0.6 0.8 0.5 0.064